Entry 1:
The following is a DFT calculation (wB97M-V/def2-TZVPD) of 7 unconnected molecules or ions with the total composition C46H93FN9O8 in a non-equilibrium geometry.

The geometry in ORCA input format:
```
! wB97M-V def2-TZVPD RIJCOSX def2/J DEFGRID3
* xyz 1 1
H 8.622 6.406 12.091
C 7.929 2.063 5.927
H 10.115 7.247 11.617
H 3.523 -4.284 -7.161
C 2.567 -4.375 -7.671
H -11.745 5.066 -0.658
H 4.125 0.786 2.625
H 1.414 -1.631 -1.466
H -8.148 2.704 -4.714
C -0.350 -2.953 -1.765
C -0.685 0.084 0.275
H -0.141 -3.843 -1.099
H -8.169 0.606 2.566
H 0.832 -9.207 0.176
H 10.388 8.675 8.311
C -1.383 -1.971 -1.028
N -0.791 -1.403 0.232
H 7.706 4.305 7.813
H 0.709 -3.340 -7.683
O -7.655 1.794 -2.572
C 2.546 1.125 1.118
C 3.158 -2.254 -5.690
H -6.139 0.026 2.815
H -6.534 -0.574 -4.220
H -3.955 -3.164 1.314
H -1.447 -3.104 1.475
H -8.145 1.622 -0.766
H -3.323 -3.104 3.033
C -0.074 -8.707 0.509
C -11.651 5.380 0.427
C 6.307 3.982 6.223
H 3.161 -1.407 -5.005
C -9.361 0.419 0.723
H 6.952 5.773 7.181
H -8.319 4.268 1.290
C 6.255 3.300 1.061
C 9.427 6.911 9.026
H 5.544 3.905 3.042
O 1.270 -5.358 0.752
O 5.171 4.399 6.039
H 5.891 2.237 5.357
H 8.283 1.808 4.926
H 3.346 -3.164 -5.117
H 5.302 -6.458 -11.895
C -0.368 -1.613 2.677
C -10.129 5.499 0.890
H 2.656 -5.724 -14.600
H 2.076 2.044 0.653
F -2.530 -2.801 -0.774
C 0.935 -2.218 -2.326
H 6.534 2.486 -0.703
C -7.294 -1.141 1.347
H 4.515 -7.162 -10.475
H 3.966 -7.636 -12.089
N 9.144 6.132 10.105
N 1.629 -3.343 -7.266
H -7.537 -2.240 1.440
H 0.565 0.018 3.472
H 2.125 -5.347 -7.444
H 3.322 -6.599 -0.021
H -9.592 3.464 -0.970
H 2.721 -4.298 -8.750
N 3.936 2.915 2.097
C -9.429 4.093 1.168
C 7.367 4.807 6.906
H 7.785 1.144 6.499
H 8.596 5.315 9.878
C -1.637 -2.356 5.053
H 7.364 3.270 1.295
H 4.822 4.667 -0.024
O 0.916 -1.541 -6.138
H -5.988 -0.095 -2.605
H -10.767 2.587 0.171
C -7.148 1.387 -3.609
C -5.213 -1.982 2.808
H 1.749 -2.944 -2.660
H -6.511 2.499 -6.549
H -7.220 -0.909 0.231
C 1.264 -6.565 0.536
H 11.222 7.896 9.664
O 2.846 -5.275 -10.429
H -0.929 -3.329 -2.676
C -6.151 0.257 -3.624
C -5.873 -0.755 2.028
C -6.986 1.615 -6.120
N -7.476 1.955 -4.799
C 0.267 0.468 1.520
H 5.802 2.109 2.959
H 8.207 4.973 6.230
O 1.620 0.030 1.329
H -6.271 0.797 -6.095
H -9.222 -0.872 2.545
C -1.415 -1.971 1.500
C 2.494 -7.301 0.074
C -8.499 -0.260 1.906
O 5.979 2.265 0.076
H -0.857 -8.842 -0.240
H -10.122 6.061 1.879
H 3.324 0.743 0.374
H 2.771 -8.065 0.804
H 9.718 8.828 9.942
H 2.315 -7.758 -0.901
H -2.734 -0.560 2.759
H 3.982 -4.556 -14.407
H 3.409 3.672 2.533
H -0.658 -6.730 1.021
H -0.404 -9.146 1.452
H 5.972 5.530 1.170
H -7.941 2.098 1.044
N 3.021 -5.106 -12.657
H -5.197 0.602 -4.027
C 5.872 4.702 0.410
H -9.801 3.665 2.160
C 0.058 0.693 -0.980
H -5.244 -0.334 1.191
C -8.663 1.785 0.231
H 3.948 -2.104 -6.429
H -3.187 -0.769 0.966
H 2.661 1.752 3.313
C -3.827 -2.489 2.210
H -2.121 -2.315 6.068
C 1.817 -2.341 -6.372
C -9.713 2.988 0.055
O 9.025 6.595 7.914
H 8.670 2.684 6.424
C 10.242 8.157 9.258
C 3.350 1.580 2.413
C -0.947 -2.095 4.071
C 3.352 -5.678 -11.470
H 0.722 -1.473 -3.156
H 6.577 4.858 -0.473
H 2.348 -4.358 -12.568
H -12.218 4.698 1.128
H -1.746 -1.192 -1.762
C 9.529 6.340 11.486
N -0.204 -0.120 2.806
H 0.992 1.785 -2.816
H -9.396 -0.268 -0.178
C 5.388 2.988 2.374
N 0.126 -7.286 0.711
N 6.649 2.731 5.804
H 0.630 -2.138 2.541
C -2.792 -1.289 1.904
H -12.138 6.405 0.513
C 4.350 -6.806 -11.491
C 3.508 -5.441 -13.980
H -7.838 1.331 -6.740
H 4.225 -6.258 -13.959
H -9.518 6.109 0.155
H -5.943 -2.857 2.711
H -5.149 -1.787 3.930
H 0.213 1.600 1.649
H -1.673 0.629 0.318
H 0.192 -1.758 0.253
H -10.434 0.615 1.032
H 10.116 5.480 11.815
C 0.628 1.214 -1.928
*
```

Kohn-Sham gap	8.97	eV
electronic energy	-3002.65898	a.u.
relative energy (zero: lowest compared OMol25 entry of this formula, charge and spin)	83.7	kcal/mol
HOMO level	-10.46	eV
LUMO	-1.49	eV

Löwdin atomic charge list, values in e, 99 entries: atom 1 (H): 0.085, atom 2 (C): -0.077, atom 3 (H): 0.075, atom 4 (H): 0.077, atom 5 (C): -0.072, atom 6 (H): 0.071, atom 7 (H): 0.125, atom 8 (H): 0.068, atom 9 (H): 0.145, atom 10 (C): -0.137, atom 11 (C): -0.125, atom 12 (H): 0.113, atom 13 (H): 0.096, atom 14 (H): 0.076, atom 15 (H): 0.085, atom 16 (C): -0.201, atom 17 (N): 0.015, atom 18 (H): 0.075, atom 19 (H): 0.142, atom 20 (O): 0.015, atom 21 (C): -0.178, atom 22 (C): -0.020, atom 23 (H): 0.105, atom 24 (H): 0.088, atom 25 (H): 0.111, atom 26 (H): 0.174, atom 27 (H): 0.061, atom 28 (H): 0.097, atom 29 (C): -0.070, atom 30 (C): -0.139, atom 31 (C): -0.547, atom 32 (H): 0.077, atom 33 (C): -0.197, atom 34 (H): 0.081, atom 35 (H): 0.102, atom 36 (C): -0.382, atom 37 (C): -0.527, atom 38 (H): 0.124, atom 39 (O): -0.005, atom 40 (O): 0.015, atom 41 (H): 0.120, atom 42 (H): 0.079, atom 43 (H): 0.079, atom 44 (H): 0.088, atom 45 (C): -0.239, atom 46 (C): -0.265, atom 47 (H): 0.086, atom 48 (H): 0.120, atom 49 (F): -0.016, atom 50 (C): -0.091, atom 51 (H): 0.091, atom 52 (C): -0.187, atom 53 (H): 0.085, atom 54 (H): 0.088, atom 55 (N): 0.008, atom 56 (N): 0.013, atom 57 (H): 0.101, atom 58 (H): 0.127, atom 59 (H): 0.087, atom 60 (H): 0.085, atom 61 (H): 0.109, atom 62 (H): 0.047, atom 63 (N): -0.065, atom 64 (C): -0.234, atom 65 (C): -0.035, atom 66 (H): 0.082, atom 67 (H): 0.132, atom 68 (C): 0.105, atom 69 (H): 0.140, atom 70 (H): 0.084, atom 71 (O): -0.005, atom 72 (H): 0.075, atom 73 (H): 0.101, atom 74 (C): -0.525, atom 75 (C): -0.192, atom 76 (H): 0.092, atom 77 (H): 0.085, atom 78 (H): 0.099, atom 79 (C): -0.553, atom 80 (H): 0.086, atom 81 (O): 0.002, atom 82 (H): 0.135, atom 83 (C): -0.006, atom 84 (C): -0.179, atom 85 (C): -0.074, atom 86 (N): 0.010, atom 87 (C): -0.288, atom 88 (H): 0.109, atom 89 (H): 0.088, atom 90 (O): -0.134, atom 91 (H): 0.074, atom 92 (H): 0.106, atom 93 (C): -0.161, atom 94 (C): -0.008, atom 95 (C): -0.211, atom 96 (O): -0.098, atom 97 (H): 0.086, atom 98 (H): 0.099, atom 99 (H): 0.139

***

Entry 2:
The following is a DFT calculation (wB97M-V/def2-TZVPD) of a single C6H9N3S molecule in a non-equilibrium geometry.

The geometry in ORCA input format:
```
! wB97M-V def2-TZVPD RIJCOSX def2/J DEFGRID3
* xyz 0 1
C -1.735 0.108 -0.496
H -3.503 1.132 0.494
H -2.510 0.032 1.440
N -0.215 -1.832 0.335
C -1.027 -1.086 -0.141
N 0.606 -2.677 0.617
H 4.428 1.522 -0.378
H 4.459 -0.256 -0.080
H 0.488 -3.131 1.489
H 3.664 0.449 -1.452
C 2.489 0.691 0.068
S -0.083 1.494 1.025
H -1.264 2.145 -0.740
C 1.489 1.153 0.571
C -2.942 0.224 0.489
H -3.842 -0.447 0.233
H -2.086 -0.035 -1.590
N -0.828 1.261 -0.472
C 3.830 0.611 -0.427
*
```

Kohn-Sham gap	8.79	eV
electronic energy	-796.26686	a.u.
relative energy (zero: lowest compared OMol25 entry of this formula, charge and spin)	123.9	kcal/mol
HOMO level	-8.09	eV
LUMO	0.70	eV

Now the natural (NBO) charges, all in e: atom 1 (C): -0.133, atom 2 (H): 0.218, atom 3 (H): 0.221, atom 4 (N): 0.034, atom 5 (C): 0.164, atom 6 (N): -0.550, atom 7 (H): 0.233, atom 8 (H): 0.236, atom 9 (H): 0.345, atom 10 (H): 0.241, atom 11 (C): 0.043, atom 12 (S): 0.469, atom 13 (H): 0.383, atom 14 (C): -0.296, atom 15 (C): -0.626, atom 16 (H): 0.228, atom 17 (H): 0.235, atom 18 (N): -0.757, atom 19 (C): -0.688

***

Entry 3:
The following is a DFT calculation (wB97M-V/def2-TZVPD) of a molecular structure, BrCo in a non-equilibrium geometry.

The geometry in ORCA input format:
```
! wB97M-V def2-TZVPD RIJCOSX def2/J DEFGRID3
* xyz 1 4
Br 28.389 23.339 8.293
Co 30.646 24.414 9.480
*
```

Kohn-Sham gap (spin up / spin down)	7.47 / 5.74	eV
electronic energy	-3956.33170	a.u.
relative energy (zero: lowest compared OMol25 entry of this formula, charge and spin)	32.5	kcal/mol
HOMO level (spin up / spin down)	-15.65 / -14.91	eV
⟨S²⟩	3.77
LUMO (spin up / spin down)	-8.19 / -9.17	eV

Now the natural (NBO) charges, all in e: atom 1 (Br): -0.281, atom 2 (Co): 1.280